Entry 1:
DFT (ωB97M-V with the def2-TZVPD basis set) results for a cluster of 3 separate species, C29H63BN3O18P2S in total.

XYZ file:
```
117
Properties=species:S:1:pos:R:3
C -2.21586 6.45499 -0.71033
C -3.11030 5.07780 -0.54470
O -2.46972 3.92127 -1.19303
B -2.07090 2.88746 -0.20185
O -3.20024 2.06396 0.35756
C -0.48772 2.59392 0.25196
C -0.03412 3.89562 1.16910
O -1.14248 4.39713 2.04877
C -0.59213 5.39133 3.00757
O -1.59285 5.49412 4.10313
C -2.73044 6.31571 3.64630
C -4.16809 5.51409 3.58622
O -5.03611 6.01762 2.47233
N -0.19096 1.18568 0.81089
C -0.47548 1.04735 2.28579
C 0.79543 1.30913 3.28280
C 0.45643 2.43169 4.47584
O 1.48529 3.17026 4.97629
O -0.87646 2.65219 5.05606
C 1.11396 0.66511 0.26494
N 1.69079 -0.57678 0.21681
C 3.06567 -0.81273 -0.41232
C 4.16620 -0.21812 0.65152
C 5.51295 -1.16155 0.68621
S 5.99744 -1.81875 -1.03571
C 0.97344 -1.77440 0.78743
C 0.23112 -2.55014 -0.46185
C 0.44912 -4.17703 -0.47431
C 2.03551 -4.64098 -0.64539
C -0.33618 -4.83350 -1.79138
N 1.74162 1.94081 -0.33596
C 0.50480 2.49930 -1.07124
O -0.07893 1.29905 -1.75776
C 0.68786 3.80477 -2.04157
O 0.57685 3.38451 -3.47234
C -0.79063 3.58699 -3.97715
C -1.71279 2.29623 -4.48704
O -1.36344 4.81360 -4.10092
H -2.33679 6.95500 -1.77236
H -2.61119 7.22591 0.07742
H -1.07708 6.23760 -0.51742
H -3.39032 4.83421 0.58830
H -4.15773 5.27803 -1.08144
H -3.83396 1.91440 -0.42349
H 0.95345 3.66400 1.79957
H 0.26030 4.84519 0.50776
H -0.40341 6.39851 2.44137
H 0.46218 5.02976 3.42571
H -2.85830 7.18478 4.42850
H -2.57257 6.78355 2.56665
H -4.07476 4.35719 3.41683
H -4.75401 5.78012 4.57631
H -4.73296 6.95115 2.20544
H -0.98238 -0.00478 2.53402
H -1.32037 1.84644 2.55595
H 1.77056 1.69928 2.76704
H 0.96430 0.29045 3.88223
H -1.23476 1.77140 5.41712
H 3.14225 -1.96414 -0.61262
H 3.19002 -0.20847 -1.41576
H 4.51381 0.88754 0.42992
H 3.69076 -0.28831 1.74459
H 5.27938 -2.05058 1.43752
H 6.40183 -0.53001 1.16110
H 5.12327 -2.91799 -1.29908
H 1.82310 -2.52176 1.16822
H 0.29258 -1.56787 1.71302
H 0.74756 -2.13032 -1.45254
H -0.93181 -2.31608 -0.51305
H 0.05092 -4.71945 0.50128
H 2.60711 -3.97178 -1.42248
H 2.59370 -4.56597 0.40491
H 2.01505 -5.78933 -0.96366
H -0.29624 -6.01316 -1.67182
H 0.34156 -4.59719 -2.74388
H -1.43613 -4.44080 -1.91317
H 2.36095 1.79288 -1.16562
H 0.54152 0.97015 -2.47241
H -0.05648 4.69568 -1.81810
H 1.77822 4.28083 -1.94166
H -2.23362 1.73509 -3.58916
H -2.58513 2.67038 -5.19949
H -1.07673 1.51287 -5.12023
C -0.79635 -4.72096 3.84244
O 0.38267 -3.95714 3.77689
P 1.28256 -3.72695 5.08924
O 2.48053 -4.61039 5.20910
O 0.26339 -3.77689 6.33794
C 0.04921 -5.01668 6.98251
O 1.61246 -2.15367 4.97487
C 2.34360 -1.57101 6.03080
H -0.56465 -5.76734 4.05720
H -1.47133 -4.31575 4.60026
H -1.30611 -4.65997 2.87757
H 0.89327 -5.69864 6.85395
H -0.85716 -5.48253 6.58749
H -0.09399 -4.83324 8.04952
H 3.34460 -2.00634 6.08015
H 1.82407 -1.71975 6.98110
H 2.43073 -0.49721 5.84538
C -2.99312 -4.28021 -6.76195
O -1.84677 -4.31752 -5.94815
P -0.44442 -3.74097 -6.48301
O -0.09518 -2.36651 -6.01518
O -0.46760 -3.93766 -8.08340
C -0.94729 -2.87655 -8.88487
O 0.57451 -4.89541 -6.00746
C 1.92638 -4.75582 -6.38429
H -3.30645 -3.24776 -6.93697
H -2.80364 -4.78806 -7.71077
H -3.79939 -4.81576 -6.25435
H -0.84686 -1.90812 -8.38880
H -1.99767 -3.05061 -9.13180
H -0.37329 -2.85591 -9.81372
H 2.35815 -3.86897 -5.91415
H 2.01287 -4.68206 -7.47157
H 2.47595 -5.63968 -6.04995
```

total charge	+1
E_HOMO	-11.7	eV

Entry 2:
DFT (ωB97M-V with the def2-TZVPD basis set) results for a cluster of 13 separate species, C29H63N5O34 in total.

XYZ file:
```
131
Properties=species:S:1:pos:R:3
C 9.31668 -9.39839 4.01182
O 9.00324 -8.00917 3.74724
C 7.76565 -7.62524 3.50120
O 6.80567 -8.34124 3.34518
O 7.76879 -6.29189 3.64944
C 6.58893 -5.64852 3.92591
H 8.59691 -9.92941 4.63476
H 10.29779 -9.46394 4.48215
H 9.33104 -9.95458 3.07452
H 6.56698 -4.66213 3.46260
H 6.46909 -5.41754 4.98439
H 5.76015 -6.23780 3.53353
C -11.26601 -1.74782 -1.11944
O -10.54187 -1.26457 -0.01479
C -9.35721 -1.84873 0.40132
O -8.83017 -2.89833 -0.01825
O -8.97883 -1.13923 1.45323
C -7.83667 -1.52967 2.16488
H -11.04368 -1.04770 -1.92474
H -12.31472 -1.70302 -0.82569
H -10.99006 -2.68972 -1.59353
H -7.94824 -1.38714 3.23974
H -6.98668 -0.92956 1.84012
H -7.71348 -2.59427 1.96598
C 0.90228 11.36022 3.95046
O 1.64524 10.17950 3.56071
C 1.07415 8.96670 3.77945
O -0.07582 8.72609 4.25216
O 2.02081 8.01786 3.62176
C 1.67072 6.64859 3.50178
H 1.33783 12.26201 3.52013
H 0.91870 11.43406 5.03785
H -0.13917 11.26837 3.64218
H 1.11206 6.53523 2.57272
H 1.06771 6.38580 4.37095
H 2.55616 6.02781 3.36497
C 7.51232 -0.74847 -0.06484
O 8.43975 0.12382 0.61199
C 8.13953 0.74141 1.71867
O 7.07255 0.65648 2.35829
O 9.32663 1.18866 2.26041
C 9.23157 1.84881 3.49985
H 7.68578 -0.85431 -1.13573
H 6.46576 -0.50132 0.11326
H 7.69460 -1.77882 0.24057
H 8.40496 2.55824 3.53897
H 10.13769 2.41424 3.71744
H 9.11386 1.21127 4.37608
C -1.96306 3.59971 -4.12058
O -1.43217 4.80958 -3.65199
C -2.28615 5.74187 -3.27682
O -3.48248 5.81072 -3.54817
O -1.58157 6.56856 -2.54728
C -2.15129 7.65183 -1.77188
H -2.60041 3.30792 -3.28587
H -1.26691 2.78010 -4.29872
H -2.57005 3.65630 -5.02416
H -3.13102 7.94177 -2.15154
H -1.44502 8.47584 -1.67041
H -2.24772 7.22682 -0.77280
C -6.23942 -0.62655 -4.98449
O -6.06328 -1.56570 -5.99743
C -4.84319 -2.21882 -6.02301
O -3.88918 -2.02011 -5.32808
O -4.94954 -3.17150 -7.01407
C -3.96539 -4.19053 -7.11491
H -5.52209 0.19322 -4.94561
H -6.14149 -1.10215 -4.00862
H -7.24389 -0.20627 -5.03441
H -3.94682 -4.91931 -6.30458
H -2.98922 -3.71233 -7.03420
H -4.16806 -4.70804 -8.05257
C 2.03354 -6.39128 -1.76050
O 1.95205 -4.95858 -1.97705
C 1.89157 -4.48281 -3.24861
O 1.62718 -5.11805 -4.31433
O 2.00864 -3.25678 -3.04478
C 2.37541 -2.41547 -4.17303
H 2.63997 -6.94649 -2.47610
H 1.02573 -6.77829 -1.91102
H 2.29903 -6.67111 -0.74103
H 1.74221 -2.61116 -5.03839
H 3.41325 -2.66578 -4.39289
H 2.37495 -1.34536 -3.96576
C 5.10223 5.04761 -2.93037
O 5.39663 5.57347 -4.16812
C 5.73313 4.76052 -5.18538
O 5.86693 3.53315 -5.14720
O 5.90628 5.49782 -6.25999
C 6.22015 4.87631 -7.50681
H 4.77527 5.84640 -2.26468
H 5.87852 4.49095 -2.40537
H 4.22927 4.39531 -2.95372
H 5.48542 4.13314 -7.81659
H 7.21501 4.43108 -7.51797
H 6.22248 5.65578 -8.26874
C -4.18792 -6.74896 -0.89645
N -4.07450 -8.14081 -1.50087
O -3.98422 -8.30343 -2.70403
O -4.14410 -9.06382 -0.76731
H -3.26239 -6.54796 -0.35691
H -4.93547 -6.89596 -0.11693
H -4.50776 -6.01217 -1.63330
C -1.12008 -0.65027 0.88265
N 0.26123 -0.10830 1.10875
O 1.03764 -0.90903 1.59118
O 0.41847 1.10228 0.85064
H -1.88460 0.12188 0.96851
H -1.42523 -1.37928 1.63333
H -1.23397 -1.08974 -0.10831
C 0.33169 -5.22995 6.12806
N 0.31764 -6.50450 5.43135
O 0.73425 -7.50824 6.00685
O -0.09632 -6.43127 4.27834
H -0.68795 -4.84907 6.07008
H 1.00232 -4.55428 5.59719
H 0.47940 -5.30325 7.20552
C -7.92656 5.22217 -0.27259
N -7.40714 4.07886 0.51323
O -7.60518 4.09640 1.71736
O -6.53086 3.39267 -0.06291
H -8.95336 5.38827 0.05328
H -7.93386 4.97741 -1.33473
H -7.30415 6.07851 -0.01297
C -2.63515 2.72332 6.88984
N -1.95262 1.39107 7.08341
O -1.27835 1.19631 8.13696
O -2.07784 0.60994 6.14914
H -2.08415 3.48486 6.33795
H -2.88362 3.06570 7.89440
H -3.53934 2.46484 6.33875
```

E_HOMO	-10.5	eV

The calculation returns the following ΔE to the lowest compared entry with this formula, charge and spin values, one per record and in order: 783.03, 168.65 kJ/mol.
The calculation returns the following F_max values, one per record and in order: 9.27, 6.22 eV Å⁻¹.